[1]
ORCA calculation (ωB97M-V with the def2-TZVPD basis set) on a cluster of 5 separate species, C36H49N7O6S in total.

```
99
Properties=species:S:1:pos:R:3
C -3.563 -0.709 4.801
C -4.141 -0.360 3.804
C -4.887 0.053 2.621
C -4.482 -0.660 1.318
C -3.563 0.141 0.388
C -2.075 0.221 0.740
C -1.400 -1.130 0.924
O -1.727 -1.681 2.197
N -2.070 -3.071 2.149
O -1.275 -3.720 1.600
O -1.939 0.965 1.986
S -2.006 2.522 1.753
O -3.274 3.080 2.083
O -0.902 3.138 2.400
O -1.885 2.456 0.164
C -1.318 1.183 -0.243
C -1.613 1.056 -1.728
C -1.067 -0.218 -2.404
C 0.294 -0.080 -3.119
C 1.506 -0.728 -2.443
C 1.278 -2.142 -1.924
N 2.567 -2.785 -1.631
N 0.088 1.237 0.088
C 0.798 2.464 -0.275
C 2.313 2.258 -0.245
C 2.790 1.521 1.008
H -2.879 -1.165 5.472
H -5.937 -0.162 2.836
H -4.811 1.137 2.508
H -4.105 -1.661 1.516
H -5.405 -0.801 0.751
H -3.602 -0.348 -0.590
H -3.975 1.146 0.284
H -0.320 -1.007 0.861
H -1.740 -1.792 0.125
H -2.693 1.077 -1.874
H -1.236 1.942 -2.239
H -1.808 -0.492 -3.155
H -1.061 -1.041 -1.688
H 0.498 0.989 -3.229
H 0.212 -0.466 -4.135
H 2.297 -0.799 -3.195
H 1.925 -0.112 -1.645
H 0.681 -2.074 -1.000
H 0.676 -2.746 -2.606
H 2.396 -3.677 -1.178
H 3.008 -2.227 -0.904
H 0.574 0.423 -0.264
H 0.529 2.830 -1.275
H 0.565 3.244 0.446
H 2.669 1.776 -1.158
H 2.750 3.259 -0.226
H 2.278 1.907 1.889
H 2.642 0.442 0.935
H 3.862 1.675 1.138
N 5.159 -0.712 -4.926
C 5.227 -0.978 -3.621
C 6.142 -0.383 -2.764
C 7.039 0.535 -3.287
C 6.981 0.820 -4.641
C 6.026 0.173 -5.412
H 4.509 -1.703 -3.249
H 6.153 -0.632 -1.712
H 7.768 1.013 -2.647
H 7.661 1.529 -5.094
H 5.949 0.373 -6.476
N 9.163 -1.123 -1.155
C 8.733 -2.380 -1.250
C 9.387 -3.460 -0.676
C 10.554 -3.224 0.032
C 11.016 -1.922 0.137
C 10.286 -0.912 -0.472
H 7.819 -2.525 -1.817
H 8.989 -4.460 -0.785
H 11.095 -4.040 0.493
H 11.923 -1.690 0.678
H 10.615 0.119 -0.410
N -6.621 -1.660 5.669
C -6.626 -2.990 5.689
C -7.302 -3.744 6.637
C -8.012 -3.078 7.623
C -8.016 -1.693 7.618
C -7.309 -1.035 6.622
H -6.054 -3.473 4.903
H -7.270 -4.824 6.600
H -8.552 -3.629 8.382
H -8.555 -1.130 8.368
H -7.289 0.049 6.583
N -3.846 4.464 -3.978
C -5.166 4.379 -4.136
C -6.054 4.176 -3.090
C -5.545 4.051 -1.807
C -4.174 4.136 -1.625
C -3.375 4.344 -2.739
H -5.526 4.479 -5.154
H -7.117 4.118 -3.280
H -6.204 3.891 -0.963
H -3.724 4.040 -0.648
H -2.297 4.420 -2.634
```

Output
**Orbital gap**: 8.62 eV
**Structure (SMILES)**: C#CCCC[C@]1(CON=O)OS(=O)(=O)O[C@@]1(CCCCCN)NCCC.c1ccncc1.c1ccncc1.c1ccncc1.c1ccncc1
**Molecular weight**: 707.90 g/mol
**Charge**: 0
**Total energy**: -2633.87766 hartree

These are the Löwdin partial charges, in e, on atoms 1 to 6: C 0.0976; C -0.1555; C -0.1877; C -0.1529; C -0.0994; C -0.3235

=====

[2]
ORCA calculation (ωB97M-V with the def2-TZVPD basis set) on the molecule C18H34N4O4S.

```
61
Properties=species:S:1:pos:R:3
O 1.030 0.157 4.026
C 0.853 -0.196 2.876
N 0.431 -1.425 2.528
H 0.403 -1.721 1.556
C 0.269 -2.499 3.477
H -0.787 -2.792 3.522
H 0.568 -2.115 4.456
C 1.120 -3.707 3.084
H 1.029 -4.470 3.859
H 2.166 -3.407 3.032
C 0.670 -4.321 1.757
N 0.841 -3.430 0.615
C 2.234 -3.337 0.196
H 2.830 -2.935 1.017
C 2.361 -2.413 -1.017
O 1.577 -2.879 -2.088
C 0.225 -2.905 -1.695
C 0.023 -3.856 -0.514
H -1.027 -3.844 -0.211
H 0.289 -4.880 -0.831
H -0.344 -3.250 -2.561
H -0.094 -1.890 -1.419
H 3.393 -2.393 -1.372
H 2.043 -1.395 -0.750
H 2.629 -4.333 -0.073
H -0.397 -4.554 1.833
H 1.208 -5.272 1.596
C 1.021 0.738 1.683
C 2.143 1.752 1.903
C 2.217 2.698 0.707
C 0.868 3.385 0.496
N -0.215 2.429 0.370
S -0.421 1.711 -1.117
O 0.103 0.374 -1.155
O 0.034 2.630 -2.116
N -2.080 1.564 -1.062
C -2.647 0.537 -1.915
C -2.745 0.992 -3.370
C -3.562 2.280 -3.450
C -2.912 3.347 -2.571
C -2.778 2.832 -1.137
H -2.213 3.533 -0.522
H -3.769 2.686 -0.692
H -3.507 4.262 -2.573
H -1.916 3.574 -2.951
H -3.617 2.629 -4.483
H -4.581 2.087 -3.103
H -3.204 0.206 -3.971
H -1.736 1.176 -3.744
H -2.003 -0.338 -1.824
H -3.641 0.295 -1.523
C -0.301 1.490 1.466
H -1.107 0.797 1.221
H -0.564 2.043 2.374
H 0.872 3.974 -0.421
H 0.635 4.035 1.345
H 2.990 3.452 0.862
H 2.460 2.131 -0.195
H 3.093 1.229 2.031
H 1.942 2.310 2.820
H 1.225 0.157 0.781
```

Output
**Orbital gap**: 9.73 eV
**Structure (SMILES)**: O=C(NCCCN1CCOCC1)[C@@H]1CCCN(S(=O)(=O)N2CCCCC2)C1
**Molecular weight**: 402.56 g/mol
**ΔE to the lowest compared entry with this formula, charge and spin**: 7.2 kJ/mol
**Charge**: 0
**Total energy**: -1624.46825 hartree

These are the Löwdin partial charges, in e, on atoms 1 to 6: O 0.0628; C -0.4714; N 0.0782; H 0.1145; C -0.1706; H 0.1218

=====

[3]
ORCA calculation (ωB97M-V with the def2-TZVPD basis set) on a structure of composition NO7SSr.

```
10
Properties=species:S:1:pos:R:3
Sr -10.605 19.364 0.848
N -11.481 19.540 -2.570
O -12.132 20.152 -3.453
O -10.714 18.598 -2.768
O -11.415 19.923 -1.496
S -13.243 16.984 -2.560
O -12.986 17.590 -3.885
O -12.047 16.244 -2.068
O -14.019 17.823 -1.648
O -14.121 15.939 -3.023
```

Output
**Spin multiplicity**: 2
**Orbital gap (alpha / beta)**: 4.08 / 4.66 eV
**Molecular weight**: 245.69 g/mol
**Charge**: 0
**Total energy**: -1009.96070 hartree

These are the Löwdin partial charges, in e, on atoms 1 to 6: Sr 1.0863; N -0.6397; O 0.1165; O 0.1083; O -0.1798; S 0.2612

=====

[4]
ORCA calculation (ωB97M-V with the def2-TZVPD basis set) on the ion C10H18N3O with charge +1.

```
32
Properties=species:S:1:pos:R:3
C 2.879 0.898 0.551
C 1.833 0.976 1.418
C 2.725 1.343 -0.844
C 0.440 1.357 1.266
C -2.952 0.921 -0.165
C 2.600 2.613 -1.182
C -0.503 0.795 0.474
C 0.328 -2.098 1.339
C 0.336 -2.323 -1.184
C 0.549 -1.423 0.013
N -4.154 1.540 -0.020
N -2.817 -0.177 -0.929
N -1.832 1.387 0.536
O -0.415 -0.343 -0.273
H 3.822 0.504 1.044
H 2.136 0.708 2.373
H 2.903 0.555 -1.461
H 0.063 2.249 1.825
H 2.502 3.017 -2.139
H 2.789 3.313 -0.381
H -0.642 -2.368 1.471
H 0.937 -2.991 1.537
H 0.635 -1.263 2.074
H 0.911 -1.940 -1.971
H -0.657 -2.175 -1.479
H 0.648 -3.243 -0.892
H 1.509 -0.972 -0.099
H -4.933 1.493 -0.724
H -4.051 2.490 0.315
H -3.592 -0.276 -1.559
H -1.893 -0.572 -0.998
H -1.828 2.243 1.052
```

Output
**Orbital gap**: 8.71 eV
**Structure (SMILES)**: C=C/C=C\C=C(\[NH+]=C(N)N)OC(C)C
**Molecular weight**: 196.27 g/mol
**ΔE to the lowest compared entry with this formula, charge and spin**: 393.2 kJ/mol
**Charge**: +1
**Total energy**: -631.02257 hartree

These are the Löwdin partial charges, in e, on atoms 1 to 6: C -0.0859; C -0.1293; C -0.1742; C -0.0196; C -0.3328; C 0.0534

=====

[5]
ORCA calculation (ωB97M-V with the def2-TZVPD basis set) on the molecule C3H4ClF.

```
9
Properties=species:S:1:pos:R:3
C 0.928 -0.404 0.656
C -0.218 -0.339 -0.302
C -0.819 0.851 -0.569
H 1.391 0.557 0.823
H 1.594 -1.181 0.270
H 0.491 -0.781 1.603
H -0.545 1.849 -0.200
F -0.695 -1.536 -0.675
Cl -2.126 0.984 -1.607
```

Output
**Orbital gap**: 10.00 eV
**Structure (SMILES)**: C/C(F)=C/Cl
**Molecular weight**: 94.52 g/mol
**ΔE to the lowest compared entry with this formula, charge and spin**: 16.1 kJ/mol
**Charge**: 0
**Total energy**: -676.73535 hartree

These are the Löwdin partial charges, in e, on atoms 1 to 6: C -0.0352; C -0.4321; C -0.5753; H 0.0791; H 0.0861; H 0.0957

=====

- Among the records above, which one has the highest molecular weight?
  C36H49N7O6S